(1)
84
Properties=species:S:1:pos:R:3:mulliken_charge:R:1 method="wB97M-V/def2-TZVPD" relative_energy_ev=0.000 lumo_energy_ev=-0.020 homo_ev=-6.71 largest_force_ha_per_bohr=0.01644
P 0.27 -2.09 -1.40 0.58
P 0.06 1.10 -1.32 0.81
C -0.01 -1.19 -3.02 -0.21
C 0.43 0.29 -2.96 -0.25
H -1.09 -1.27 -3.25 0.42
H 0.53 -1.71 -3.83 -0.38
H 1.52 0.38 -3.12 0.39
H -0.06 0.87 -3.76 -0.49
C -1.55 1.87 -1.72 -1.41
H -1.84 2.54 -0.90 0.43
H -2.33 1.09 -1.84 0.36
H -1.46 2.44 -2.65 0.37
C 1.09 2.60 -1.32 -1.37
H 0.94 3.17 -2.24 0.39
H 2.15 2.33 -1.21 0.34
H 0.80 3.23 -0.46 0.39
C -0.75 -3.59 -1.53 -1.29
H -0.51 -4.25 -0.69 0.36
H -0.56 -4.11 -2.49 0.37
H -1.81 -3.32 -1.47 0.33
C 1.94 -2.81 -1.70 -1.26
H 2.71 -2.03 -1.69 0.33
H 1.94 -3.34 -2.68 0.36
H 2.16 -3.53 -0.90 0.41
Ca 0.45 -0.66 1.06 1.59
C 0.68 1.15 -6.56 -0.11
C -0.64 1.20 -6.31 -0.49
C -1.71 0.43 -7.03 -0.60
C -1.29 -0.93 -7.64 -0.96
C -0.61 -1.88 -6.69 -0.20
C 0.70 -1.94 -6.40 -0.58
C 1.79 -1.12 -7.02 -0.60
C 1.39 0.28 -7.55 -0.99
C 0.15 -2.79 2.14 -1.72
H 1.34 1.85 -6.03 0.35
H -1.02 1.94 -5.60 0.49
H -2.14 1.04 -7.84 0.32
H -2.53 0.25 -6.32 0.32
H -2.23 -1.43 -7.95 0.40
H -0.71 -0.77 -8.55 0.36
H -1.29 -2.61 -6.24 0.34
H 1.05 -2.73 -5.73 0.64
H 2.25 -1.67 -7.85 0.32
H 2.59 -0.99 -6.27 0.31
H 2.33 0.80 -7.80 0.40
H 0.84 0.18 -8.49 0.36
H 0.86 -2.78 2.97 0.38
H 0.33 -3.70 1.54 0.32
H -0.86 -2.86 2.57 0.33
O 0.06 0.88 2.43 -0.42
Si -0.13 0.95 4.02 -0.56
C 1.04 -0.29 4.81 0.70
C 2.41 -0.20 4.51 -0.24
C 3.32 -1.10 5.06 -0.75
C 2.87 -2.14 5.88 -0.46
C 1.50 -2.28 6.14 -0.65
C 0.59 -1.36 5.60 -0.15
C 0.25 2.66 4.70 0.69
C 1.49 3.22 4.36 -0.46
C 1.88 4.45 4.91 -0.60
C 1.02 5.14 5.77 -0.46
C -0.24 4.60 6.07 -0.59
C -0.62 3.36 5.54 -0.21
C -1.87 0.46 4.47 0.12
C -2.25 0.33 5.81 0.11
C -3.55 -0.11 6.13 -0.79
C -4.44 -0.44 5.11 -0.58
C -4.05 -0.32 3.77 -0.49
C -2.77 0.15 3.45 -0.32
H 2.77 0.58 3.83 0.09
H 4.38 -1.00 4.84 0.37
H 3.58 -2.85 6.31 0.36
H 1.14 -3.09 6.77 0.36
H -0.48 -1.50 5.78 0.35
H 2.17 2.69 3.70 0.15
H 2.87 4.85 4.68 0.36
H 1.33 6.08 6.21 0.36
H -0.91 5.14 6.74 0.37
H -1.59 2.94 5.81 0.35
H -1.55 0.55 6.62 0.56
H -3.84 -0.19 7.18 0.38
H -5.45 -0.78 5.35 0.37
H -4.73 -0.59 2.96 0.37
H -2.48 0.28 2.40 0.31

---

(2)
17
Properties=species:S:1:pos:R:3:mulliken_charge:R:1 method="wB97M-V/def2-TZVPD" relative_energy_ev=1.890 lumo_energy_ev=0.936 homo_ev=-9.52 smiles="C=CC.NCO" largest_force_ha_per_bohr=0.02984
C -3.38 0.82 -3.48 -0.70
C -2.36 -0.03 -3.43 0.08
C -2.43 -1.41 -2.88 -0.98
H -3.25 1.81 -3.89 0.25
H -4.31 0.61 -2.96 0.24
H -1.39 0.42 -3.62 0.29
H -1.96 -2.13 -3.54 0.28
H -3.45 -1.78 -2.72 0.30
H -2.03 -1.44 -1.86 0.25
N 2.60 0.87 2.62 -0.56
C 3.32 -0.02 3.51 -0.29
O 3.03 0.15 4.88 -0.53
H 2.83 1.84 2.76 0.22
H 1.62 0.81 2.87 0.24
H 4.38 -0.02 3.24 0.34
H 2.97 -1.01 3.21 0.27
H 3.81 0.52 5.30 0.32

---

(3)
93
Properties=species:S:1:pos:R:3:mulliken_charge:R:1 method="wB97M-V/def2-TZVPD" lumo_energy_ev="-7.020 / -5.860" homo_ev="-12.62 / -12.62" total_charge=+2 largest_force_ha_per_bohr=0.03078 multiplicity=2
Cr -0.33 0.12 0.53 -0.54
I 1.93 0.84 1.97 0.25
C 0.95 0.66 3.93 -0.89
I -1.17 0.83 3.72 0.25
H 1.31 1.47 4.56 0.50
H 1.20 -0.31 4.35 0.43
Te -3.42 2.64 0.27 0.39
C -3.84 3.87 -1.48 0.05
C -5.11 3.81 -2.03 -0.35
C -5.39 4.66 -3.10 -0.48
N -4.50 5.49 -3.60 -0.56
C -3.30 5.55 -3.07 -0.38
C -2.91 4.76 -1.99 0.14
C -1.89 1.45 -0.63 -1.43
P -2.12 -0.31 -0.86 1.98
C -2.05 -0.77 -2.60 0.18
C -1.56 -2.05 -2.87 -0.53
C -1.39 -2.46 -4.18 -0.57
C -1.71 -1.60 -5.22 -0.86
C -2.23 -0.34 -4.95 -0.78
C -2.39 0.09 -3.64 0.21
C -3.78 -0.62 -0.21 0.35
C -3.88 -0.77 1.17 0.09
C -5.12 -0.82 1.78 -0.95
C -6.26 -0.73 1.00 -0.70
C -6.16 -0.61 -0.38 -0.71
C -4.92 -0.55 -1.00 -0.31
P -0.19 1.87 -1.00 1.67
C 0.09 3.55 -0.39 0.58
C 0.76 4.54 -1.11 -0.34
C 0.94 5.79 -0.55 -0.73
C 0.47 6.05 0.74 -0.61
C -0.15 5.05 1.48 -0.94
C -0.31 3.80 0.92 -0.25
C 0.16 1.82 -2.77 0.54
C -0.27 2.82 -3.65 -0.14
C 0.09 2.74 -4.99 -0.84
C 0.86 1.67 -5.44 -0.76
C 1.27 0.68 -4.56 -0.64
C 0.92 0.75 -3.23 -0.44
H -5.86 3.14 -1.65 0.44
H -6.36 4.66 -3.57 0.38
H -2.62 6.27 -3.51 0.42
H -1.93 4.87 -1.56 0.38
H -1.31 -2.71 -2.04 0.26
H -1.00 -3.44 -4.39 0.52
H -1.53 -1.90 -6.24 0.43
H -2.50 0.31 -5.76 0.49
H -2.77 1.07 -3.42 0.60
H -2.97 -0.83 1.77 0.08
H -5.18 -0.91 2.85 0.52
H -7.23 -0.76 1.47 0.45
H -7.06 -0.56 -0.98 0.46
H -4.85 -0.44 -2.07 0.43
H 1.12 4.33 -2.11 0.54
H 1.44 6.56 -1.11 0.47
H 0.61 7.02 1.17 0.45
H -0.50 5.25 2.48 0.48
H -0.75 2.99 1.51 0.05
H -0.87 3.64 -3.30 0.32
H -0.22 3.51 -5.67 0.48
H 1.15 1.63 -6.48 0.45
H 1.87 -0.15 -4.91 0.49
H 1.26 0.00 -2.52 0.31
C -3.06 -5.76 0.42 -1.40
C -2.96 -4.62 1.42 0.63
C -1.65 -4.70 2.22 -1.43
N -0.52 -4.56 1.33 0.14
C -0.03 -3.41 0.92 0.29
S -0.44 -1.97 1.73 -0.49
N 0.85 -3.34 -0.11 0.33
C 1.20 -4.32 -1.10 0.34
O 1.33 -3.92 -2.23 -0.53
C 1.41 -5.70 -0.66 0.08
C 1.16 -6.73 -1.57 -0.56
C 1.45 -8.04 -1.25 -0.67
C 2.03 -8.34 -0.02 -0.51
C 2.31 -7.32 0.88 -0.69
C 2.00 -6.01 0.57 0.11
H -4.05 -5.76 -0.03 0.44
H -2.91 -6.72 0.90 0.35
H -2.33 -5.65 -0.38 0.28
H -3.78 -4.66 2.13 0.45
H -3.02 -3.66 0.91 -0.37
H -1.57 -5.68 2.70 0.49
H -1.61 -3.92 2.99 0.44
H -0.21 -5.40 0.86 0.27
H 1.06 -2.40 -0.44 0.00
H 0.76 -6.47 -2.54 0.49
H 1.24 -8.82 -1.96 0.44
H 2.26 -9.36 0.22 0.43
H 2.79 -7.56 1.82 0.46
H 2.28 -5.22 1.26 0.44

---

(4)
12
Properties=species:S:1:pos:R:3:mulliken_charge:R:1 method="wB97M-V/def2-TZVPD" relative_energy_ev=0.157 lumo_energy_ev=1.173 homo_ev=-9.23 smiles=NCCN largest_force_ha_per_bohr=0.03486
N -1.98 -0.05 -0.10 -0.61
C -0.60 -0.54 0.03 -0.60
C 0.56 0.48 0.09 -0.34
N 1.81 -0.27 -0.21 -0.58
H -2.22 0.60 0.66 0.23
H -2.12 0.45 -1.00 0.24
H -0.45 -1.19 -0.83 0.37
H -0.60 -1.19 0.92 0.34
H 0.54 1.11 0.99 0.25
H 0.43 1.13 -0.81 0.27
H 2.58 0.41 -0.24 0.23
H 2.04 -0.92 0.50 0.21

---

(5)
11
Properties=species:S:1:pos:R:3:mulliken_charge:R:1 method="wB97M-V/def2-TZVPD" relative_energy_ev=1.480 lumo_energy_ev=-3.772 homo_ev=-15.93 total_charge=+1 largest_force_ha_per_bohr=0.08708
C 2.42 0.10 0.06 -0.34
C -0.83 -0.09 -0.19 0.33
N 2.76 1.11 0.48 0.00
N -2.21 0.01 -0.25 -0.37
N -0.15 -1.10 0.19 -0.14
H -0.30 0.84 -0.68 0.22
H 3.28 1.84 0.83 0.27
H -2.48 0.92 -0.60 0.26
H -2.84 -0.76 -0.35 0.25
H 0.77 -0.83 -0.01 0.28
H -0.42 -2.02 0.52 0.26

---

(6)
73
Properties=species:S:1:pos:R:3:mulliken_charge:R:1 method="wB97M-V/def2-TZVPD" relative_energy_ev=0.000 lumo_energy_ev=-0.444 homo_ev=-6.50 largest_force_ha_per_bohr=0.06457
C 3.64 -2.69 -0.15 -1.56
C 2.38 -2.58 0.69 -1.14
C 1.40 -1.62 0.05 -0.23
O 1.88 -0.31 0.28 -0.23
C 1.23 0.86 -0.17 1.67
C 1.67 1.16 -1.66 -1.49
C 2.99 0.50 -2.00 -0.49
N 4.08 1.09 -2.21 -0.78
C 2.03 1.96 0.57 -1.09
P 2.70 2.01 2.26 0.69
O 2.13 3.07 3.10 -0.74
O 2.70 0.55 2.90 -0.46
O 4.22 2.15 1.81 -0.56
C -0.40 0.84 0.01 2.70
C -1.01 1.64 -1.14 -2.78
C -0.98 1.64 1.26 -1.66
I -0.69 1.25 3.40 0.06
C -0.81 3.18 1.14 -0.30
C -2.16 3.90 1.05 -1.54
N -1.00 -0.68 -0.12 0.93
C -2.46 -0.84 0.34 -2.22
O -2.71 -0.84 1.70 -0.23
C -4.08 -0.87 1.97 0.71
C -4.70 0.46 2.19 -0.98
O -4.61 -1.90 2.01 -0.47
C -1.31 -1.16 -1.65 0.00
C -2.63 -0.67 -2.28 -1.48
C -0.22 -1.16 -2.73 -0.62
C -0.29 -2.49 -3.51 -1.65
C -0.02 -1.77 0.59 1.55
C 0.05 -1.75 2.10 -1.60
Cl -0.60 -3.40 0.13 -0.03
H 3.40 -2.76 -1.22 0.25
H 4.39 -1.91 0.01 0.32
H 4.08 -3.67 0.05 0.48
H 1.95 -3.59 0.66 0.67
H 2.62 -2.26 1.70 0.42
H 1.42 -1.91 -0.99 -0.05
H 1.83 2.23 -1.77 0.80
H 0.95 0.90 -2.41 0.46
H 3.00 -0.59 -2.10 0.37
H 4.00 2.10 -2.10 0.29
H 1.66 2.97 0.39 0.28
H 2.97 1.92 0.03 0.71
H 2.33 0.60 3.79 0.33
H 4.83 1.66 2.37 0.30
H -2.05 1.93 -0.94 0.25
H -0.99 1.12 -2.09 0.88
H -0.43 2.55 -1.28 0.58
H -2.05 1.45 1.23 0.39
H -0.29 3.54 2.03 0.52
H -0.17 3.48 0.32 0.30
H -2.02 4.90 0.63 0.44
H -2.60 4.03 2.04 0.34
H -2.88 3.39 0.42 0.21
H -2.73 -1.81 -0.07 0.93
H -3.02 -0.05 -0.15 0.99
H -4.51 1.14 1.36 0.25
H -5.78 0.32 2.30 0.35
H -4.28 0.91 3.09 0.29
H -1.50 -2.21 -1.47 1.16
H -2.51 -0.76 -3.36 0.49
H -3.47 -1.31 -1.99 0.39
H -2.92 0.35 -2.08 0.29
H 0.79 -1.05 -2.37 -0.65
H -0.38 -0.33 -3.42 0.80
H 0.38 -3.23 -3.08 0.41
H -1.30 -2.91 -3.53 0.32
H 0.01 -2.33 -4.55 0.46
H 0.42 -2.74 2.37 0.62
H 0.78 -1.02 2.42 0.12
H -0.89 -1.59 2.59 0.10
F 2.54 -5.04 -0.76 -0.89

---

(7)
17
Properties=species:S:1:pos:R:3:mulliken_charge:R:1 method="wB97M-V/def2-TZVPD" relative_energy_ev=2.956 lumo_energy_ev=0.530 homo_ev=-10.01 smiles="O=CCCCO.O" largest_force_ha_per_bohr=0.13173
O 0.01 -0.42 3.81 -0.51
C 0.25 0.25 2.76 -0.04
C -0.61 0.36 1.50 -0.68
C 0.26 -0.54 0.54 -0.63
C -0.53 -0.68 -0.75 -0.15
O 0.21 -1.19 -1.81 -0.54
H 1.07 0.89 2.74 0.40
H -1.65 0.09 1.74 0.36
H -0.78 1.28 0.94 0.40
H 1.17 -0.04 0.37 0.40
H 0.30 -1.54 0.99 0.27
H -0.94 0.41 -1.08 0.19
H -1.27 -1.45 -0.76 0.24
H 1.14 -1.46 -1.80 0.30
O 0.33 1.69 -3.08 -0.64
H 1.21 1.57 -3.00 0.28
H -0.17 0.76 -3.11 0.36

---

(8)
62
Properties=species:S:1:pos:R:3:mulliken_charge:R:1 method="wB97M-V/def2-TZVPD" relative_energy_ev=0.000 lumo_energy_ev=0.074 homo_ev=-7.23 largest_force_ha_per_bohr=0.06415
O -0.40 1.12 -1.13 -0.42
C 0.60 1.20 -2.21 0.44
C 0.04 2.46 -2.82 -0.75
H 0.42 0.28 -2.74 -0.87
H 1.63 1.24 -1.85 0.64
C -1.19 2.12 -1.94 1.26
H -0.09 2.47 -3.90 0.45
H 0.65 3.30 -2.46 0.38
C -2.31 1.35 -2.62 -1.16
H -1.91 0.37 -2.88 0.14
H -2.70 1.87 -3.51 0.37
H -3.08 1.12 -1.88 0.27
C -1.52 3.30 -1.05 -1.69
H -0.59 3.78 -0.71 0.30
H -2.06 3.00 -0.15 0.25
H -2.12 4.05 -1.58 0.48
Lu 0.27 0.06 1.02 1.32
C 1.04 1.86 2.63 -0.61
C 2.15 1.00 2.39 -0.48
C 2.56 1.17 1.04 -1.36
H 2.70 0.43 3.14 0.60
C 1.69 2.13 0.45 -0.25
C 0.73 2.53 1.42 -0.54
H -0.01 3.32 1.29 0.41
H 0.57 2.05 3.60 0.51
H 3.46 0.74 0.59 0.45
H 1.86 2.62 -0.51 0.92
C -1.41 -0.05 2.88 -0.46
C -1.85 1.12 2.20 -1.21
C -2.34 0.73 0.93 -0.11
H -1.91 2.12 2.62 0.48
C -2.17 -0.68 0.79 -1.33
C -1.63 -1.17 2.02 -0.56
H -1.52 -2.22 2.30 0.48
H -1.10 -0.10 3.92 0.56
H -2.95 1.35 0.28 1.12
H -2.54 -1.28 -0.04 0.46
O 0.20 -1.18 -3.52 -0.38
C -0.11 -0.30 -4.69 0.06
C 0.40 -0.92 -5.99 -0.64
H 0.40 0.67 -4.55 0.01
H -1.18 -0.06 -4.70 0.31
C 1.38 -2.01 -5.53 -0.57
H 0.88 -0.16 -6.62 0.30
H -0.45 -1.31 -6.55 0.29
C 1.20 -2.12 -4.00 -0.49
H 2.40 -1.70 -5.76 0.24
H 1.19 -2.94 -6.07 0.31
H 2.17 -1.89 -3.53 0.25
H 0.94 -3.13 -3.68 0.32
F 0.02 -3.55 7.92 -0.30
C 0.30 -3.20 6.65 0.65
C 0.53 -1.86 6.34 -0.11
F 0.39 -0.91 7.29 -0.30
C 0.89 -1.50 5.04 -0.07
F 1.12 -0.17 4.83 -0.34
C 0.99 -2.42 3.98 0.68
S 1.41 -2.06 2.35 -0.40
C 0.71 -3.76 4.34 0.19
F 0.72 -4.70 3.37 -0.34
C 0.39 -4.15 5.64 0.13
F 0.16 -5.45 5.91 -0.29

---

(9)
8
Properties=species:S:1:pos:R:3:mulliken_charge:R:1 method="wB97M-V/def2-TZVPD" relative_energy_ev=4.570 lumo_energy_ev=-0.838 homo_ev=-9.28 largest_force_ha_per_bohr=0.04197
C 0.97 -0.06 -0.33 -0.61
N 1.38 0.29 0.81 -0.47
N -2.78 -1.01 0.64 -0.28
S -1.76 0.02 0.45 0.16
H 1.20 -1.10 -0.46 0.36
H 0.77 0.60 -1.21 0.43
H 1.31 1.27 0.93 0.24
H -1.08 0.00 -0.83 0.17

---

(10)
9
Properties=species:S:1:pos:R:3:mulliken_charge:R:1 method="wB97M-V/def2-TZVPD" relative_energy_ev=3.844 lumo_energy_ev=-0.350 homo_ev=-8.01 largest_force_ha_per_bohr=0.05296
C -0.12 1.05 -0.23 -0.01
C 0.54 2.16 0.33 -0.62
C 0.53 -0.04 -1.38 0.53
C 0.46 -0.38 0.00 -0.46
O 0.63 -0.03 -2.55 -0.34
Br -0.32 3.82 0.32 -0.11
H -1.12 1.13 -0.59 0.41
H 1.27 -0.72 0.60 0.36
H -0.45 -0.86 0.09 0.24

---

(11)
17
Properties=species:S:1:pos:R:3:mulliken_charge:R:1 method="wB97M-V/def2-TZVPD" relative_energy_ev=2.811 lumo_energy_ev=0.357 homo_ev=-8.55 smiles="C=CC(=C)O.O.O" largest_force_ha_per_bohr=0.04506
C 1.09 -0.14 -1.30 -0.67
C 2.24 0.52 -1.08 -0.37
C 2.50 1.71 -1.92 0.77
C 3.63 1.99 -2.58 -0.92
O 1.41 2.54 -2.00 -0.52
H 0.27 0.44 -1.69 0.27
H 0.86 -1.02 -0.70 0.30
H 3.12 -0.02 -0.75 0.28
H 3.52 2.46 -3.55 0.30
H 4.56 1.50 -2.33 0.26
H 1.67 3.42 -2.30 0.32
O -5.66 -1.03 0.94 -0.63
H -6.20 -1.38 1.65 0.32
H -4.76 -1.11 1.30 0.32
O -2.65 -3.63 5.54 -0.64
H -3.55 -3.30 5.49 0.32
H -2.06 -2.92 5.27 0.32

---

(12)
43
Properties=species:S:1:pos:R:3:mulliken_charge:R:1 method="wB97M-V/def2-TZVPD" lumo_energy_ev=0.386 homo_ev=-8.10 smiles="Nc1nnc(SCC(=O)Nc2cc(C(F)(F)F)ccc2N2CCOCC2)s1" largest_force_ha_per_bohr=0.03376
N 3.18 1.28 -2.33 -0.37
C 2.00 1.71 -1.86 0.51
N 0.84 1.28 -2.26 -0.61
N -0.19 1.87 -1.68 -0.08
C 0.13 2.78 -0.84 0.49
S -1.05 3.68 0.08 -0.21
C -0.33 3.55 1.76 -0.62
C 0.41 2.23 1.99 0.27
O 1.45 2.20 2.60 -0.61
N -0.23 1.16 1.45 0.07
C 0.39 0.02 0.91 -0.79
C 1.74 -0.23 1.08 -1.26
C 2.35 -1.24 0.34 0.06
C 3.83 -1.43 0.47 0.93
F 4.26 -2.59 -0.03 -0.30
F 4.51 -0.47 -0.22 -0.25
F 4.27 -1.35 1.73 -0.27
C 1.62 -1.98 -0.57 -1.73
C 0.26 -1.76 -0.71 0.08
C -0.39 -0.78 0.05 1.61
N -1.74 -0.48 -0.08 0.35
C -2.45 -0.81 -1.30 -0.98
C -3.16 -2.16 -1.21 -0.45
O -4.00 -2.22 -0.08 -0.41
C -3.27 -1.99 1.10 -0.71
C -2.60 -0.61 1.08 -0.52
S 1.89 3.01 -0.67 -0.21
H 4.01 1.44 -1.78 0.24
H 3.16 0.44 -2.88 0.28
H -1.17 3.65 2.45 0.43
H 0.37 4.37 1.92 0.40
H -1.12 1.35 0.99 0.22
H 2.32 0.39 1.75 0.67
H 2.10 -2.74 -1.17 0.44
H -0.29 -2.35 -1.41 0.34
H -1.76 -0.76 -2.14 0.48
H -3.21 -0.03 -1.43 0.44
H -3.81 -2.31 -2.08 0.40
H -2.43 -2.98 -1.17 0.28
H -3.98 -2.06 1.92 0.39
H -2.49 -2.76 1.22 0.31
H -2.04 -0.47 2.00 0.41
H -3.39 0.16 1.02 0.33

---

(13)
45
Properties=species:S:1:pos:R:3:mulliken_charge:R:1 method="wB97M-V/def2-TZVPD" relative_energy_ev=0.521 lumo_energy_ev=0.589 homo_ev=-8.43 smiles=CC1(C)CCCC(C)(C)N1O.CO.O.O.O largest_force_ha_per_bohr=0.05339
C 0.38 2.28 -0.88 -1.77
C -0.76 1.32 -0.76 1.24
C -1.73 2.15 0.09 -1.76
C -1.20 0.97 -2.18 -0.98
C -2.22 -0.13 -2.24 -0.67
C -1.73 -1.44 -1.58 -1.16
C -1.30 -1.15 -0.14 1.78
C -2.56 -0.88 0.68 -1.79
C -0.57 -2.38 0.36 -2.00
N -0.34 0.02 -0.21 0.49
O 0.22 0.15 1.14 -0.44
H 0.15 3.20 -1.43 0.44
H 0.95 2.53 0.03 0.31
H 1.13 1.86 -1.54 0.32
H -1.82 3.15 -0.32 0.51
H -2.77 1.74 0.15 0.26
H -1.34 2.29 1.06 0.35
H -1.55 1.86 -2.74 0.36
H -0.24 0.68 -2.60 0.33
H -3.09 0.26 -1.70 0.28
H -2.58 -0.39 -3.28 0.37
H -0.85 -1.76 -2.18 0.33
H -2.41 -2.29 -1.69 0.44
H -2.42 -0.22 1.56 0.28
H -2.99 -1.78 1.11 0.44
H -3.35 -0.28 0.23 0.29
H 0.30 -2.50 -0.26 0.34
H -1.31 -3.18 0.19 0.58
H -0.25 -2.30 1.40 0.31
H 0.97 -0.53 1.10 0.33
C 2.89 -0.61 -2.00 -0.11
O 3.61 -0.35 -0.77 -0.59
H 3.42 -0.27 -2.91 0.35
H 2.78 -1.73 -2.18 0.25
H 1.93 -0.19 -1.99 -0.28
H 3.55 0.59 -0.65 0.31
O 2.54 -0.80 4.09 -0.72
H 3.37 -0.36 4.40 0.32
H 1.98 -0.03 3.99 0.38
O 2.34 -1.37 1.46 -0.54
H 3.04 -1.01 0.90 0.30
H 2.56 -1.45 2.36 0.36
O 0.77 1.67 3.37 -0.71
H 0.50 1.20 2.61 0.50
H 0.02 1.48 3.92 0.35